{
  "formula": "C2H9NOS2",
  "method": "the ωB97M-V functional and the def2-TZVPD basis",
  "species": ["C", "S", "S", "H", "H", "H", "H", "N", "C", "O", "H", "H", "H", "H", "H"],
  "positions_angstrom": [[-0.8892, -1.3022, -1.3461], [-0.3826, -1.7977, 0.3339], [-1.7736, -1.0578, 1.5672], [-0.8108, -0.2227, -1.5131], [-0.4369, -1.7447, -2.2229], [-1.9750, -1.3739, -1.1743], [-1.3433, 0.2057, 1.8799], [2.1200, 3.0780, -1.5050], [1.7498, 2.4581, -0.2670], [1.2530, 1.0978, -0.4893], [1.3896, 3.3849, -2.1226], [2.6422, 2.3823, -2.0219], [0.9134, 2.9531, 0.2141], [2.6839, 2.3495, 0.2827], [1.5010, 0.6196, 0.3047]],
  "mulliken_charge": [-0.778, -0.080, -0.201, 0.240, 0.337, 0.324, 0.138, -0.617, -0.261, -0.464, 0.235, 0.246, 0.290, 0.308, 0.282],
  "spin_multiplicity": 1,
  "homo_ev": -8.995,
  "max_force_ev_per_a": 2.82,
  "de_lowest_ev": 0.8623,
  "lumo_ev": 0.6,
  "total_energy_ha": -1007.9322
}